25
Properties=species:S:1:pos:R:3:forces:R:3:mulliken_charge:R:1 method="wB97M-V/def2-TZVPD" smiles=CC(C)(C)[C@@](C)(O)CO gap_ev=10.4115 charge=0
O 0.195 0.429 -2.652 -0.310 -0.212 0.226 -0.523
O -0.583 -1.640 -0.907 0.039 -0.038 0.088 -0.652
C -0.404 0.436 0.387 -0.832 -0.324 1.746 1.934
C 1.401 -1.443 0.430 -0.009 0.017 -0.041 -1.795
C 1.106 -0.097 -1.700 -0.961 -0.972 0.567 -0.958
C 0.485 1.645 0.726 0.074 -0.095 -0.150 -1.804
C -1.665 0.942 -0.345 0.014 0.083 -0.162 -1.798
C 0.353 -0.682 -0.393 1.023 0.583 -1.099 0.971
C -0.924 -0.175 1.793 0.563 0.618 -1.039 -1.725
H -2.327 0.119 -0.628 0.127 0.091 0.026 0.339
H -0.514 -0.239 -2.718 0.354 0.406 -0.057 0.379
H -1.517 -1.083 1.651 0.045 0.041 -0.029 0.385
H -1.563 0.557 2.299 0.083 -0.065 -0.207 0.453
H 1.413 1.348 1.223 -0.048 0.000 -0.018 0.321
H -0.091 -0.393 2.468 -0.073 -0.035 -0.143 0.365
H 0.937 -2.034 1.226 -0.018 0.223 0.015 0.423
H 2.141 -0.774 0.876 -0.078 -0.058 0.019 0.307
H -1.420 1.517 -1.241 0.069 -0.201 0.061 0.410
H 1.930 -2.169 -0.199 -0.106 0.271 -0.061 0.441
H 1.636 -0.921 -2.194 0.091 -0.180 0.390 0.400
H 1.852 0.665 -1.458 -0.314 0.009 0.159 0.384
H -0.038 2.335 1.397 -0.011 -0.187 -0.087 0.437
H -2.239 1.620 0.298 0.173 -0.165 0.113 0.445
H -0.911 -2.176 -0.165 0.143 0.294 -0.370 0.447
H 0.749 2.214 -0.172 -0.038 -0.104 0.052 0.413